Entry 1:
Computed, not measured: a 5-piece molecular cluster, H9O5 overall, with ωB97M-V with the def2-TZVPD basis set.

ORCA input file:
```
! wB97M-V def2-TZVPD RIJCOSX def2/J DEFGRID3
* xyz -1 1
O 0.668 -0.306 0.384
H 0.494 -0.030 1.285
O 2.400 -2.448 0.215
H 1.824 -3.115 -0.161
H 1.879 -1.624 0.143
O -1.169 1.160 -0.645
H -1.330 2.050 -0.956
H -0.147 0.089 -0.060
O -1.278 -0.300 -2.763
H -0.350 -0.548 -2.756
H -1.341 0.322 -1.929
O -0.720 1.863 2.670
H -0.084 1.164 2.861
H -0.847 1.723 1.712
*
```

Properties
DFT total energy ... -381.6439 a.u.
F_max ... 0.88 eV/A
Relative energy (zero: lowest compared OMol25 entry of this formula, charge and spin) ... 49.7 kJ/mol
HOMO-LUMO gap ... 8.81 eV
HOMO ... -4.928 eV

---

Entry 2:
Computed, not measured: a 2-piece molecular cluster, HI5Si2 overall, with ωB97M-V with the def2-TZVPD basis set.

ORCA input file:
```
! wB97M-V def2-TZVPD RIJCOSX def2/J DEFGRID3
* xyz 0 1
Si 2.597 -0.092 -0.639
Si -1.754 0.461 0.059
I 2.336 -2.419 0.224
I -1.050 0.985 -2.242
I -1.853 -1.996 0.373
I -0.097 1.438 1.625
I -4.008 1.413 0.468
H 3.828 0.210 0.132
*
```

Properties
DFT total energy ... -2068.1804 a.u.
F_max ... 0.81 eV/A
Relative energy (zero: lowest compared OMol25 entry of this formula, charge and spin) ... 154.7 kJ/mol
HOMO-LUMO gap ... 7.20 eV
HOMO ... -8.583 eV

---

Entry 3:
Computed, not measured: the molecule HIS2 at a distorted geometry, with ωB97M-V with the def2-TZVPD basis set.

ORCA input file:
```
! wB97M-V def2-TZVPD RIJCOSX def2/J DEFGRID3
* xyz 0 1
S -0.302 0.163 -0.580
S -1.679 1.310 0.254
I 2.368 -0.725 0.020
H -0.387 -0.748 0.306
*
```

Properties
DFT total energy ... -1094.6134 a.u.
F_max ... 2.19 eV/A
Relative energy (zero: lowest compared OMol25 entry of this formula, charge and spin) ... 127.2 kJ/mol
HOMO-LUMO gap (spin up / spin down) ... 6.69 / 7.20 eV
HOMO (spin up / spin down) ... -9.588 / -9.641 eV

---

Entry 4:
Computed, not measured: an isolated ion of composition HN2O2S and charge -1 at a distorted geometry, with ωB97M-V with the def2-TZVPD basis set.

ORCA input file:
```
! wB97M-V def2-TZVPD RIJCOSX def2/J DEFGRID3
* xyz -1 1
N -0.139 0.920 0.443
N 1.013 -0.322 0.051
O 0.663 -1.207 -0.718
O 2.114 -0.019 0.481
S -1.316 0.713 -0.508
H -2.335 -0.085 0.251
*
```

Properties
DFT total energy ... -658.6588 a.u.
F_max ... 4.13 eV/A
Relative energy (zero: lowest compared OMol25 entry of this formula, charge and spin) ... 121.6 kJ/mol
HOMO-LUMO gap ... 7.52 eV
HOMO ... -3.442 eV

---

Entry 5:
Computed, not measured: a 2-piece molecular cluster, HN3O overall at a distorted geometry, with ωB97M-V with the def2-TZVPD basis set.

ORCA input file:
```
! wB97M-V def2-TZVPD RIJCOSX def2/J DEFGRID3
* xyz 0 1
N -1.460 -0.085 1.289
N -1.793 -0.674 0.415
N 1.187 0.560 -0.285
O 1.509 -0.629 -0.191
H 0.557 0.829 -1.228
*
```

Properties
DFT total energy ... -240.0353 a.u.
F_max ... 4.09 eV/A
Relative energy (zero: lowest compared OMol25 entry of this formula, charge and spin) ... 31.0 kJ/mol
HOMO-LUMO gap ... 9.11 eV
HOMO ... -9.801 eV
Structure (SMILES) ... N#N.N=O

---

Entry 6:
Computed, not measured: a 2-piece molecular cluster, HN3O2 overall at a distorted geometry, with ωB97M-V with the def2-TZVPD basis set.

ORCA input file:
```
! wB97M-V def2-TZVPD RIJCOSX def2/J DEFGRID3
* xyz 0 1
O 0.387 -1.221 1.377
N -0.048 -0.581 0.474
O -1.618 -0.365 0.540
H -1.655 -0.448 -0.310
N 0.980 1.549 -0.986
N 1.954 1.066 -1.096
*
```

Properties
DFT total energy ... -315.2575 a.u.
F_max ... 8.93 eV/A
Relative energy (zero: lowest compared OMol25 entry of this formula, charge and spin) ... 93.4 kJ/mol
HOMO-LUMO gap ... 10.17 eV
HOMO ... -11.031 eV
Structure (SMILES) ... O=NO.N#N